[1]
The following is a quantum chemistry calculation of a molecular structure, C33H39BBiF3N3O3, from the Open Molecules 2025 dataset.

The geometry in XYZ format:
```
83
Properties=species:S:1:pos:R:3:forces:R:3
Bi -0.440201 -0.838653 1.023266 0.12 -0.01 0.05
O -2.709632 4.988725 4.939664 0.01 -0.02 -0.02
C -2.463938 5.041957 3.551809 -0.01 -0.01 0.02
C -2.513027 3.648884 2.989570 -0.01 -0.01 0.01
C -2.886800 2.560778 3.763824 0.00 0.01 0.01
C -2.894284 1.303704 3.181879 0.01 -0.02 -0.03
N -2.576499 1.080554 1.909992 0.01 -0.06 0.01
C -2.230541 2.129049 1.163845 0.04 -0.03 0.00
C -2.178484 3.421982 1.660516 0.03 0.02 -0.01
C -1.914678 1.836089 -0.260714 -0.02 -0.06 -0.01
C -2.246397 2.759610 -1.240040 -0.01 0.01 0.02
C -2.032327 2.472283 -2.577625 -0.02 0.00 -0.01
C -2.405372 3.445721 -3.657558 -0.02 0.01 0.02
O -2.740249 4.683293 -3.069049 0.03 -0.02 -0.01
C -1.491844 1.234303 -2.897071 0.01 -0.03 -0.03
C -1.170381 0.363775 -1.881242 0.02 -0.03 0.04
N -1.361482 0.649584 -0.585984 -0.01 0.13 -0.01
H -2.684868 5.878628 5.301214 -0.01 0.02 0.01
H -1.481677 5.475064 3.333234 0.01 0.00 0.01
H -3.216242 5.651605 3.038146 0.00 0.01 -0.01
H -3.152270 2.693163 4.802114 0.00 0.00 -0.01
H -3.166242 0.431831 3.767093 0.00 0.01 -0.01
H -1.849031 4.240759 1.032662 -0.01 -0.01 -0.01
H -2.704446 3.697087 -0.965657 0.00 0.00 0.01
H -3.251724 3.029405 -4.216620 0.00 -0.01 -0.02
H -1.564597 3.538272 -4.352487 0.02 0.02 0.01
H -2.914511 5.327006 -3.761458 -0.02 0.00 -0.01
H -1.314712 0.941556 -3.923686 0.00 -0.01 0.01
H -0.742014 -0.601237 -2.100748 0.01 -0.01 0.00
C 1.174935 -1.136397 -3.828698 0.02 0.04 0.00
C 2.028246 -0.742843 -2.615277 0.00 -0.04 0.03
C 3.336481 -0.130298 -3.134614 -0.01 0.01 -0.03
C 2.298439 -1.926410 -1.697560 0.06 0.02 0.04
C 2.754028 -3.102869 -2.285296 -0.03 0.02 0.01
C 3.087633 -4.205594 -1.523539 0.01 0.00 0.00
C 3.010278 -4.123781 -0.146025 -0.01 -0.02 0.00
C 2.575733 -2.967744 0.499254 0.00 0.05 -0.01
C 2.691712 -2.981917 2.022023 -0.03 -0.01 0.02
C 1.396598 -2.806250 2.821397 -0.05 -0.02 -0.03
C 3.762825 -2.024156 2.547539 0.00 0.00 0.01
C 2.166491 -1.873268 -0.292333 0.06 0.05 -0.05
N 1.622570 -0.694600 0.335131 -0.02 -0.08 -0.08
C 2.469632 0.401975 0.496368 0.04 -0.05 0.00
C 3.843101 0.361295 0.222097 -0.01 0.01 -0.01
C 4.655581 1.470402 0.400985 0.00 -0.03 -0.02
C 4.137258 2.669025 0.865464 -0.02 0.01 0.02
C 2.782752 2.739520 1.158764 0.01 0.03 0.00
C 2.003881 1.623880 0.972910 0.00 0.04 0.00
F 0.669298 1.713279 1.285887 0.00 0.08 0.02
H 0.815422 -0.240469 -4.339589 0.01 0.00 0.01
H 0.323920 -1.762812 -3.566076 -0.06 -0.03 0.03
H 1.770995 -1.688104 -4.557566 -0.02 -0.01 0.02
H 1.507645 0.024003 -2.038540 -0.04 0.01 -0.01
H 3.961480 -0.900452 -3.592017 -0.02 0.01 -0.01
H 3.909209 0.353214 -2.347751 0.02 -0.02 0.04
H 3.118265 0.618215 -3.899926 0.01 0.00 0.03
H 2.851451 -3.152598 -3.362642 0.00 0.00 0.01
H 3.430102 -5.116097 -1.997842 0.00 0.01 0.00
H 3.312960 -4.972965 0.454895 -0.01 0.01 -0.01
H 3.041641 -3.991052 2.249018 0.00 -0.01 -0.01
H 1.190922 -1.749578 3.014020 -0.02 0.01 -0.02
H 1.495487 -3.271504 3.803614 0.02 0.03 0.00
H 0.543417 -3.290665 2.335928 0.02 0.02 0.01
H 3.462306 -0.983142 2.430849 0.00 -0.02 0.02
H 4.710141 -2.164710 2.025346 -0.01 0.00 0.01
H 3.932988 -2.205929 3.610929 0.00 -0.01 -0.02
H 4.276224 -0.566781 -0.124797 0.00 -0.01 -0.01
H 5.711588 1.387413 0.177777 -0.02 0.00 0.00
H 4.772523 3.531921 1.008404 -0.01 -0.01 0.00
H 2.321543 3.642480 1.536481 0.01 0.00 0.00
C -4.146911 -3.874050 -0.300373 0.01 0.01 -0.01
C -4.084151 -2.445286 0.157392 -0.08 0.03 -0.01
C -5.378237 -1.727920 0.396912 0.01 0.00 0.03
O -3.017289 -1.884449 0.341587 0.07 -0.16 -0.06
H -5.058222 -4.079366 -0.859528 0.01 0.01 0.00
H -4.154875 -4.510620 0.589083 0.00 0.01 -0.01
H -3.269126 -4.127136 -0.891299 -0.02 -0.01 0.02
H -6.037564 -2.337168 1.018070 0.01 0.01 0.00
H -5.888484 -1.591625 -0.559906 0.01 0.00 0.00
H -5.197162 -0.761341 0.860226 0.00 0.00 0.00
F -0.950459 -2.792922 -1.627245 0.05 -0.01 -0.01
B -0.707399 -2.774169 -0.321428 -0.19 0.16 0.01
F -0.739392 -3.942368 0.302617 0.04 -0.04 0.00
```
Forces are in eV/Å.

Its energy relative to the best compared isomer or geometry (same formula, charge and spin) is 67.5 kJ/mol. The gap between HOMO and LUMO comes out at 7.34 eV. The charge is +1.

---

[2]
The following is a quantum chemistry calculation of a molecular structure, C33H39Br2MnN2O2SeSi, from the Open Molecules 2025 dataset.

The geometry in XYZ format:
```
81
Properties=species:S:1:pos:R:3:forces:R:3
Mn 0.352031 1.783656 0.143292 -0.70 -1.04 -0.37
Br -5.619032 -1.257307 3.247542 -0.03 -0.01 0.05
C -3.931026 -0.572836 2.734795 0.15 -0.32 0.18
C -2.762977 -1.272813 3.085123 0.02 0.00 0.13
C -1.528973 -0.806186 2.709312 -0.01 -0.16 0.11
C -1.403240 0.364741 1.937012 0.28 0.08 -0.19
O -0.203911 0.777863 1.616004 -0.06 -0.06 0.21
C -2.584251 1.050873 1.587141 -0.22 0.05 0.20
C -2.568022 2.205050 0.754077 -0.46 -0.04 0.06
N -1.579786 2.570841 0.029294 0.43 0.82 -0.37
C -1.707752 3.616467 -0.929978 0.34 -0.58 0.40
C -2.841307 4.284284 -1.265209 -0.57 0.44 -0.20
C -2.822015 5.303224 -2.253717 -0.29 -0.19 0.28
C -1.676529 5.613483 -2.914192 0.27 0.00 -0.11
C -0.492606 4.884401 -2.635966 -0.04 0.09 -0.07
C 0.725392 5.087815 -3.321849 -0.14 0.20 -0.15
C 1.799023 4.307504 -3.035940 0.30 -0.15 -0.03
C 1.677656 3.317804 -2.043691 0.53 0.15 -0.43
N 0.584329 3.119559 -1.376389 -0.83 0.11 0.27
C -0.519565 3.886960 -1.650985 0.16 -0.14 0.02
C -3.845593 0.577875 2.019208 0.09 0.35 -0.24
H -2.844408 -2.191612 3.658007 0.01 0.21 -0.04
H -0.619583 -1.334691 2.975683 -0.12 0.04 -0.04
H -3.498404 2.767631 0.704980 -0.11 -0.08 -0.04
H -3.783473 4.041254 -0.788330 0.06 0.10 -0.04
H -3.740009 5.834095 -2.482904 0.08 -0.09 0.06
H -1.656751 6.392575 -3.668941 0.01 -0.08 0.06
H 0.783813 5.860474 -4.081906 -0.01 -0.05 0.06
H 2.744670 4.426350 -3.550309 -0.08 -0.02 0.05
H 2.505477 2.681132 -1.788792 0.22 -0.07 0.01
H -4.745849 1.121187 1.744247 0.14 -0.04 0.01
C -3.494843 -4.117772 1.561737 -0.03 -0.08 0.01
C -2.742444 -4.480323 0.268665 -0.01 0.13 0.02
C -3.772695 -4.827533 -0.817940 -0.02 -0.01 -0.09
C -1.880794 -5.715343 0.532042 0.04 -0.14 0.01
C -1.888167 -3.278169 -0.154537 -0.03 -0.08 0.09
C -2.473654 -2.183307 -0.773396 -0.11 0.11 -0.03
C -1.707179 -1.076969 -1.069762 -0.03 0.05 -0.04
Br -2.597153 0.342049 -1.988699 0.04 -0.12 -0.18
C -0.332659 -0.945142 -0.767903 -0.27 0.42 0.05
O 0.273771 0.213883 -1.007782 0.08 -0.06 -0.29
C 0.282473 -2.077745 -0.197718 0.18 -0.45 0.10
C -0.523666 -3.193406 0.088912 0.29 0.04 0.05
C 1.814035 -2.233939 0.025153 -0.28 0.13 0.09
C 2.116967 -3.033470 1.308821 -0.03 0.04 0.06
C 2.381125 -2.996853 -1.179340 0.10 -0.05 -0.11
C 2.571500 -0.907031 0.148456 0.04 -0.37 0.12
H -4.130629 -4.950723 1.894207 0.11 0.14 -0.09
H -4.130563 -3.237228 1.413065 0.09 -0.15 0.01
H -2.783586 -3.887771 2.361433 -0.08 -0.11 -0.12
H -4.258624 -5.782801 -0.585888 0.05 0.15 -0.01
H -3.292558 -4.914941 -1.797755 -0.05 -0.03 0.09
H -4.560001 -4.070041 -0.892713 0.12 -0.09 0.00
H -2.528842 -6.572266 0.742636 0.08 0.07 -0.01
H -1.226412 -5.580324 1.399172 -0.06 -0.01 -0.10
H -1.258561 -5.962815 -0.335300 -0.08 0.02 0.10
H -3.528534 -2.172644 -1.028389 0.13 0.00 0.03
H -0.040316 -4.054814 0.534168 0.00 0.12 -0.05
H 1.867435 -4.095067 1.226407 -0.02 0.11 -0.02
H 1.576399 -2.617159 2.167409 0.09 -0.05 -0.12
H 3.190474 -2.974032 1.525024 -0.16 -0.02 -0.04
H 1.898512 -3.973165 -1.287137 0.05 0.07 0.00
H 3.464054 -3.154839 -1.060362 -0.23 0.04 -0.02
H 2.213660 -2.430465 -2.102158 0.03 -0.08 0.09
H 2.199661 -0.305818 0.976199 -0.01 0.00 0.08
H 2.502425 -0.312860 -0.755319 -0.02 -0.09 -0.01
H 3.633398 -1.126301 0.340411 -0.40 -0.12 0.00
C 4.683210 1.216384 -0.679331 0.40 -0.36 -0.50
Si 4.349670 2.451932 0.653301 -0.52 -0.06 -0.09
C 4.851005 4.141849 0.112566 0.34 0.56 -0.21
C 5.284772 1.956611 2.156026 0.44 -0.09 0.54
Se 2.198165 2.591609 1.330124 0.39 0.54 0.87
H 5.640040 1.459113 -1.169169 -0.20 -0.06 0.12
H 3.911651 1.165991 -1.454240 0.18 -0.01 0.08
H 4.765168 0.215485 -0.237638 0.11 0.41 -0.27
H 5.947135 4.248075 0.110082 -0.25 0.02 -0.06
H 4.428468 4.879900 0.801257 0.10 -0.02 -0.11
H 4.478589 4.363231 -0.895694 0.06 0.03 0.15
H 6.363371 1.900514 1.937225 -0.25 -0.01 0.11
H 4.939911 0.974558 2.500260 0.10 0.15 -0.01
H 5.127495 2.680216 2.966772 0.07 -0.19 -0.13
```
Forces are in eV/Å.

As for the spin multiplicity: 5. The gap between HOMO and LUMO (spin up / spin down) comes out at 6.17 / 6.42 eV.

---

no.,electronic energy (a.u.)
1,-2209.86871
2,-10530.98060